(1)
A structure of composition C21H25Cl3IrN5O at a distorted geometry. Source: the Open Molecules 2025 dataset; level of theory: ωB97M-V/def2-TZVPD.

Properties
total charge: +3
LUMO level (alpha / beta): -10.820 / -11.361 eV
HOMO (alpha / beta): -0.62983 / -0.63232 Eh
E_tot: -72057.3984 eV
energy above the lowest of the compared OMol25 structures with the same formula, charge and spin: 427.1 kJ/mol
orbital gap (alpha / beta): 6.318 / 5.845 eV
largest force on an atom: 0.039 hartree/bohr
2S+1: 2

Geometry (Å):
Ir (0.178, 0.857, 0.836)
C (4.479, 0.353, 0.494)
C (2.998, 0.209, 0.555)
N (2.213, 1.231, 0.688)
C (2.688, 2.619, 0.557)
C (1.513, 3.393, -0.021)
N (0.383, 2.952, 0.836)
C (-0.935, 3.604, 0.765)
C (-1.668, 3.003, 1.968)
N (-0.988, 1.696, 2.378)
C (-2.003, 0.696, 2.789)
C (-2.662, 0.246, 1.514)
N (-1.610, -0.011, 0.528)
C (-1.822, -1.287, -0.209)
C (-3.314, -1.557, -0.379)
C (0.173, -2.077, 0.000)
C (0.876, -3.346, -0.073)
C (2.215, -3.422, 0.011)
C (2.972, -2.231, 0.213)
C (2.311, -1.069, 0.406)
N (0.917, -0.977, 0.354)
H (4.819, 1.150, 1.153)
H (4.793, 0.594, -0.527)
H (4.987, -0.560, 0.787)
H (3.569, 2.684, -0.077)
H (2.948, 3.017, 1.543)
H (1.308, 3.128, -1.056)
H (1.639, 4.473, 0.058)
H (0.712, 3.153, 1.784)
H (-1.411, 3.344, -0.179)
H (-0.831, 4.688, 0.832)
H (-2.697, 2.783, 1.705)
H (-1.684, 3.661, 2.837)
H (-0.373, 1.876, 3.169)
H (-2.713, 1.151, 3.481)
H (-1.493, -0.132, 3.280)
H (-3.333, 1.006, 1.102)
H (-3.265, -0.634, 1.715)
H (-3.830, -0.622, -0.602)
H (-3.746, -2.009, 0.510)
H (-3.518, -2.230, -1.199)
H (0.274, -4.235, -0.161)
H (2.716, -4.380, -0.040)
H (4.049, -2.269, 0.231)
Cl (-0.960, -2.622, -5.960)
C (-0.967, -2.275, -4.319)
C (-0.565, -1.015, -3.866)
C (-0.580, -0.727, -2.532)
Cl (-0.009, 0.862, -2.186)
C (-0.973, -1.652, -1.481)
O (-1.076, -2.172, 0.662)
C (-1.409, -2.946, -2.060)
Cl (-1.984, -4.251, -1.099)
C (-1.377, -3.238, -3.396)
H (-0.241, -0.272, -4.582)
H (-1.687, -4.214, -3.741)

(2)
The molecule C21H25ClFNO2. Source: the Open Molecules 2025 dataset; level of theory: ωB97M-V/def2-TZVPD.

Properties
total charge: 0
LUMO level: 0.643 eV
HOMO: -0.31864 Eh
E_tot: -43007.9254 eV
SMILES string: COc1ccc(F)c(CN2CCC[C@](CO)(Cc3cccc(Cl)c3)C2)c1
energy above the lowest of the compared OMol25 structures with the same formula, charge and spin: 46.7 kJ/mol
orbital gap: 9.314 eV
largest force on an atom: 0.010 hartree/bohr

Geometry (Å):
C (-6.233, -1.429, -0.999)
O (-5.364, -0.591, -0.275)
C (-4.147, -1.074, 0.089)
C (-3.673, -2.348, -0.205)
C (-2.415, -2.728, 0.232)
C (-1.637, -1.838, 0.942)
F (-0.416, -2.247, 1.363)
C (-2.076, -0.552, 1.247)
C (-1.180, 0.436, 1.957)
N (-0.399, 1.283, 1.065)
C (-1.193, 2.208, 0.274)
C (-0.274, 3.238, -0.378)
C (0.783, 2.544, -1.234)
C (1.533, 1.448, -0.461)
C (2.484, 2.035, 0.601)
O (1.867, 2.785, 1.610)
C (2.368, 0.636, -1.483)
C (3.126, -0.519, -0.893)
C (2.527, -1.765, -0.739)
C (3.220, -2.819, -0.172)
C (4.531, -2.658, 0.241)
C (5.135, -1.424, 0.067)
Cl (6.781, -1.203, 0.556)
C (4.448, -0.361, -0.493)
C (0.503, 0.528, 0.211)
C (-3.341, -0.193, 0.813)
H (-5.804, -1.717, -1.963)
H (-7.134, -0.841, -1.168)
H (-6.490, -2.328, -0.431)
H (-4.268, -3.054, -0.761)
H (-2.034, -3.715, 0.023)
H (-0.474, -0.105, 2.594)
H (-1.787, 1.093, 2.587)
H (-1.768, 1.681, -0.507)
H (-1.898, 2.714, 0.938)
H (-0.869, 3.908, -1.002)
H (0.213, 3.830, 0.395)
H (0.291, 2.085, -2.097)
H (1.495, 3.282, -1.609)
H (3.203, 2.706, 0.120)
H (3.045, 1.201, 1.053)
H (1.061, 2.303, 1.866)
H (1.688, 0.256, -2.249)
H (3.069, 1.321, -1.963)
H (1.509, -1.914, -1.066)
H (2.736, -3.776, -0.050)
H (5.079, -3.474, 0.683)
H (4.943, 0.589, -0.620)
H (-0.055, -0.012, -0.575)
H (1.025, -0.208, 0.827)
H (-3.736, 0.785, 1.037)

(3)
The ion C21H25ClN3O2 with charge +1. Source: the Open Molecules 2025 dataset; level of theory: ωB97M-V/def2-TZVPD.

Properties
total charge: +1
LUMO level: -2.727 eV
HOMO: -0.40073 Eh
E_tot: -43265.8826 eV
SMILES string: O=C(C[NH2+]Cc1ccccc1Cl)Nc1ccc(C(=O)N2CCCCC2)cc1
orbital gap: 8.177 eV
largest force on an atom: 0.016 hartree/bohr

Geometry (Å):
O (-2.153, -0.142, -0.049)
C (-1.941, 1.060, -0.021)
C (-3.191, 1.968, 0.179)
N (-4.314, 1.033, 0.339)
C (-5.470, 1.207, -0.575)
C (-6.541, 0.195, -0.267)
C (-7.792, 0.594, 0.185)
C (-8.781, -0.339, 0.447)
C (-8.524, -1.687, 0.262)
C (-7.281, -2.105, -0.184)
C (-6.297, -1.167, -0.445)
Cl (-4.735, -1.703, -1.007)
N (-0.786, 1.700, -0.143)
C (0.502, 1.158, -0.379)
C (1.558, 2.058, -0.475)
C (2.834, 1.599, -0.734)
C (3.074, 0.238, -0.885)
C (4.435, -0.227, -1.329)
O (4.814, 0.052, -2.451)
N (5.144, -0.971, -0.461)
C (4.814, -1.172, 0.930)
C (5.834, -0.458, 1.821)
C (7.244, -0.945, 1.496)
C (7.531, -0.736, 0.012)
C (6.467, -1.437, -0.829)
C (2.012, -0.655, -0.785)
C (0.729, -0.204, -0.532)
H (-3.069, 2.615, 1.048)
H (-3.338, 2.585, -0.710)
H (-4.650, 0.993, 1.303)
H (-3.838, 0.077, 0.123)
H (-5.111, 1.068, -1.597)
H (-5.869, 2.217, -0.464)
H (-7.998, 1.645, 0.321)
H (-9.748, -0.013, 0.792)
H (-9.291, -2.418, 0.461)
H (-7.078, -3.154, -0.330)
H (-0.792, 2.711, -0.093)
H (1.379, 3.118, -0.360)
H (3.650, 2.298, -0.834)
H (3.808, -0.800, 1.129)
H (4.839, -2.249, 1.140)
H (5.595, -0.649, 2.868)
H (5.769, 0.618, 1.646)
H (7.974, -0.406, 2.101)
H (7.326, -2.007, 1.738)
H (8.514, -1.130, -0.246)
H (7.522, 0.331, -0.218)
H (6.606, -1.229, -1.891)
H (6.511, -2.519, -0.664)
H (2.187, -1.711, -0.920)
H (-0.085, -0.905, -0.463)

(4)
The molecule C21H25ClN4OS. Source: the Open Molecules 2025 dataset; level of theory: ωB97M-V/def2-TZVPD.

Properties
total charge: 0
LUMO level: 0.610 eV
HOMO: -0.28023 Eh
E_tot: -53549.8709 eV
SMILES string: CCCCCNc1nc2sc3c(c2c(=O)n1-c1cccc(Cl)c1)CCN(C)C3
energy above the lowest of the compared OMol25 structures with the same formula, charge and spin: 0.0 kJ/mol
orbital gap: 8.235 eV
largest force on an atom: 0.013 hartree/bohr

Geometry (Å):
C (-0.684, 7.036, -1.466)
C (-0.469, 5.547, -1.219)
C (-0.170, 4.804, -2.519)
C (-0.066, 3.290, -2.340)
C (1.159, 2.874, -1.521)
N (1.285, 1.437, -1.437)
C (0.704, 0.735, -0.440)
N (0.272, 1.375, 0.609)
C (-0.197, 0.629, 1.620)
S (-0.826, 1.320, 3.076)
C (-1.130, -0.280, 3.718)
C (-0.775, -1.268, 2.860)
C (-0.231, -0.758, 1.643)
C (0.223, -1.489, 0.497)
O (0.237, -2.693, 0.347)
N (0.669, -0.639, -0.553)
C (1.040, -1.280, -1.766)
C (2.097, -2.179, -1.785)
C (2.422, -2.823, -2.966)
C (1.715, -2.572, -4.128)
C (0.658, -1.675, -4.096)
Cl (-0.240, -1.349, -5.536)
C (0.305, -1.033, -2.922)
C (-0.937, -2.712, 3.211)
C (-1.822, -2.839, 4.461)
N (-1.503, -1.887, 5.512)
C (-0.175, -2.064, 6.064)
C (-1.742, -0.527, 5.062)
H (-0.893, 7.552, -0.532)
H (-1.522, 7.196, -2.141)
H (0.203, 7.480, -1.912)
H (-1.364, 5.122, -0.760)
H (0.357, 5.417, -0.519)
H (0.761, 5.182, -2.948)
H (-0.970, 5.014, -3.233)
H (-0.006, 2.819, -3.325)
H (-0.962, 2.919, -1.840)
H (1.075, 3.241, -0.499)
H (2.070, 3.268, -1.979)
H (1.495, 0.944, -2.292)
H (2.644, -2.378, -0.878)
H (3.238, -3.530, -2.982)
H (1.970, -3.071, -5.050)
H (-0.540, -0.360, -2.899)
H (-1.374, -3.251, 2.370)
H (0.049, -3.150, 3.389)
H (-1.741, -3.846, 4.878)
H (-2.866, -2.669, 4.184)
H (-0.088, -1.450, 6.961)
H (-0.050, -3.107, 6.348)
H (0.632, -1.786, 5.374)
H (-1.348, 0.172, 5.803)
H (-2.828, -0.373, 5.007)

(5)
The molecule C21H25F3N4O2. Source: the Open Molecules 2025 dataset; level of theory: ωB97M-V/def2-TZVPD.

Properties
total charge: 0
LUMO level: 0.644 eV
HOMO: -0.32309 Eh
E_tot: -40392.7674 eV
SMILES string: CCn1ccnc1CN(C)C(=O)[C@@H]1CCC(=O)N(Cc2cccc(C(F)(F)F)c2)C1
energy above the lowest of the compared OMol25 structures with the same formula, charge and spin: 31.3 kJ/mol
orbital gap: 9.436 eV
largest force on an atom: 0.013 hartree/bohr

Geometry (Å):
C (2.752, 2.356, -1.809)
C (4.255, 2.256, -1.561)
N (4.555, 1.890, -0.198)
C (4.822, 2.784, 0.800)
C (5.039, 2.053, 1.929)
N (4.911, 0.733, 1.646)
C (4.616, 0.656, 0.368)
C (4.358, -0.636, -0.334)
N (3.153, -1.281, 0.180)
C (3.301, -1.832, 1.506)
C (2.060, -1.313, -0.603)
O (2.055, -0.804, -1.715)
C (0.823, -2.034, -0.072)
C (0.976, -3.551, -0.194)
C (-0.245, -4.208, 0.430)
C (-1.570, -3.647, -0.053)
O (-2.610, -4.257, 0.128)
N (-1.549, -2.447, -0.670)
C (-2.797, -1.903, -1.182)
C (-3.325, -0.836, -0.262)
C (-3.880, -1.199, 0.962)
C (-4.325, -0.235, 1.847)
C (-4.217, 1.109, 1.530)
C (-3.662, 1.472, 0.312)
C (-3.498, 2.917, -0.060)
F (-2.204, 3.301, -0.021)
F (-3.918, 3.178, -1.311)
F (-4.160, 3.757, 0.746)
C (-3.214, 0.508, -0.583)
C (-0.385, -1.621, -0.907)
H (2.572, 2.758, -2.802)
H (2.289, 3.013, -1.076)
H (2.292, 1.374, -1.748)
H (4.731, 3.223, -1.751)
H (4.697, 1.520, -2.237)
H (4.844, 3.840, 0.622)
H (5.279, 2.384, 2.919)
H (5.202, -1.314, -0.169)
H (4.213, -0.480, -1.403)
H (2.345, -1.942, 2.008)
H (3.796, -2.807, 1.463)
H (3.925, -1.144, 2.082)
H (0.644, -1.763, 0.972)
H (1.049, -3.815, -1.251)
H (1.881, -3.899, 0.305)
H (-0.228, -4.082, 1.517)
H (-0.260, -5.282, 0.235)
H (-2.623, -1.503, -2.185)
H (-3.506, -2.735, -1.233)
H (-3.959, -2.248, 1.207)
H (-4.759, -0.527, 2.791)
H (-4.561, 1.868, 2.216)
H (-2.791, 0.815, -1.529)
H (-0.647, -0.581, -0.679)
H (-0.109, -1.667, -1.969)

(6)
A structure of composition C21H25F5N2O7S2SiTi. Source: the Open Molecules 2025 dataset; level of theory: ωB97M-V/def2-TZVPD.

Properties
total charge: -1
LUMO level (alpha / beta): 1.969 / 2.056 eV
HOMO (alpha / beta): -0.14159 / -0.16902 Eh
E_tot: -105750.7742 eV
energy above the lowest of the compared OMol25 structures with the same formula, charge and spin: 13.6 kJ/mol
orbital gap (alpha / beta): 5.822 / 6.655 eV
largest force on an atom: 0.010 hartree/bohr
2S+1: 2

Geometry (Å):
Ti (0.653, -0.488, 0.924)
N (-2.915, 1.118, -0.401)
C (-1.976, 0.460, 0.248)
O (-0.865, 0.243, -0.295)
C (-2.185, -0.033, 1.657)
C (-1.107, -1.066, 1.988)
H (-2.725, 1.466, -1.359)
H (-3.797, 1.310, 0.039)
H (-3.218, -0.383, 1.772)
H (-2.074, 0.845, 2.301)
H (-1.410, -2.065, 1.665)
H (-0.914, -1.102, 3.062)
O (1.878, -1.042, 2.250)
C (2.406, -0.415, 3.259)
C (2.150, 0.941, 3.578)
C (2.798, 1.528, 4.677)
C (2.571, 2.847, 4.996)
C (1.702, 3.647, 4.252)
C (1.055, 3.089, 3.172)
C (1.247, 1.746, 2.808)
O (0.593, 1.255, 1.789)
N (3.260, 3.423, 6.145)
O (3.053, 4.596, 6.410)
O (4.025, 2.716, 6.779)
H (3.094, -0.982, 3.883)
H (3.481, 0.944, 5.278)
H (1.552, 4.679, 4.532)
H (0.374, 3.674, 2.568)
C (-0.896, -4.180, -0.248)
Si (0.307, -3.115, -1.213)
C (1.767, -4.172, -1.729)
C (-0.556, -2.459, -2.739)
O (0.861, -1.885, -0.295)
H (-1.131, -5.093, -0.802)
H (-1.834, -3.651, -0.064)
H (-0.476, -4.466, 0.719)
H (1.459, -5.001, -2.372)
H (2.269, -4.588, -0.853)
H (2.496, -3.571, -2.277)
H (-1.096, -3.257, -3.255)
H (0.151, -2.027, -3.452)
H (-1.275, -1.678, -2.478)
C (3.858, 1.284, -2.130)
S (2.616, 0.092, -1.643)
C (1.271, 0.733, -2.628)
O (2.301, 0.504, -0.218)
H (3.487, 2.283, -1.909)
H (4.063, 1.168, -3.194)
H (4.756, 1.076, -1.551)
H (1.491, 0.581, -3.685)
H (1.128, 1.789, -2.404)
H (0.373, 0.185, -2.353)
F (-6.557, 3.964, -6.419)
C (-5.488, 3.565, -5.709)
C (-5.624, 3.165, -4.394)
F (-6.840, 3.178, -3.820)
C (-4.517, 2.757, -3.677)
F (-4.730, 2.383, -2.398)
C (-3.222, 2.718, -4.204)
S (-1.846, 2.205, -3.286)
C (-3.135, 3.135, -5.539)
F (-1.946, 3.145, -6.161)
C (-4.228, 3.546, -6.277)
F (-4.077, 3.931, -7.556)